{
  "formula": "C69H164N4O15",
  "method": "wB97M-V/def2-TZVPD",
  "homo_lumo_gap_ev": 8.7,
  "lumo_energy_ha": 0.015,
  "multiplicity": 1,
  "symbols": ["C", "C", "C", "C", "C", "C", "N", "O", "C", "C", "C", "H", "H", "H", "H", "H", "H", "H", "H", "H", "H", "H", "H", "H", "H", "H", "H", "H", "H", "H", "C", "C", "C", "C", "C", "C", "N", "O", "C", "C", "C", "H", "H", "H", "H", "H", "H", "H", "H", "H", "H", "H", "H", "H", "H", "H", "H", "H", "H", "H", "C", "C", "C", "C", "C", "C", "N", "O", "C", "C", "C", "H", "H", "H", "H", "H", "H", "H", "H", "H", "H", "H", "H", "H", "H", "H", "H", "H", "H", "H", "C", "C", "C", "C", "C", "C", "N", "O", "C", "C", "C", "H", "H", "H", "H", "H", "H", "H", "H", "H", "H", "H", "H", "H", "H", "H", "H", "H", "H", "H", "C", "C", "C", "O", "H", "H", "H", "H", "H", "H", "H", "H", "C", "C", "C", "O", "H", "H", "H", "H", "H", "H", "H", "H", "C", "C", "C", "O", "H", "H", "H", "H", "H", "H", "H", "H", "C", "C", "C", "O", "H", "H", "H", "H", "H", "H", "H", "H", "C", "C", "C", "O", "H", "H", "H", "H", "H", "H", "H", "H", "C", "C", "C", "O", "H", "H", "H", "H", "H", "H", "H", "H", "C", "C", "C", "O", "H", "H", "H", "H", "H", "H", "H", "H", "C", "C", "C", "O", "H", "H", "H", "H", "H", "H", "H", "H", "C", "C", "C", "O", "H", "H", "H", "H", "H", "H", "H", "H", "C", "C", "C", "O", "H", "H", "H", "H", "H", "H", "H", "H", "C", "C", "C", "O", "H", "H", "H", "H", "H", "H", "H", "H"],
  "positions_angstrom": [[-1.40034, -0.68702, -1.91531], [-0.40814, 0.35318, -1.27491], [-1.22926, 1.02034, -0.12993], [-0.38691, 1.82537, 0.87389], [0.70572, 0.91342, 1.40236], [1.59653, 0.24065, 0.38595], [0.68387, -0.37425, -0.64077], [1.34981, -1.20445, -1.53258], [2.57646, 1.23979, -0.21091], [2.37885, -0.87475, 1.10246], [0.02170, 1.31850, -2.37078], [-1.17089, -1.09786, -2.91048], [-2.33933, -0.16021, -2.16701], [-1.73173, -1.57373, -1.31352], [-2.06211, 1.62219, -0.49584], [-1.68310, 0.18685, 0.43961], [-1.04452, 2.14774, 1.69611], [0.08262, 2.71207, 0.44140], [0.21595, 0.12410, 1.98657], [1.34819, 1.47193, 2.08621], [3.25711, 1.70252, 0.52284], [3.27626, 0.90480, -0.98795], [2.14693, 2.15874, -0.59739], [3.04784, -1.38235, 0.37404], [3.06183, -0.51504, 1.90227], [1.73424, -1.59018, 1.62983], [-0.76433, 1.85079, -2.90102], [0.64210, 0.79565, -3.10056], [0.59672, 2.14834, -1.98324], [1.79092, -0.63045, -2.14596], [6.65832, -4.16883, 4.80036], [5.54075, -3.20173, 5.09290], [4.99962, -2.56038, 3.80181], [4.18424, -3.50413, 2.95490], [3.04645, -4.10069, 3.73904], [3.44568, -4.70921, 5.02794], [4.44187, -3.85855, 5.79910], [4.68823, -4.30612, 7.09824], [2.18330, -4.83742, 5.87998], [3.95629, -6.14464, 4.85438], [6.00481, -2.03078, 5.99258], [6.38661, -4.77637, 3.92960], [6.85477, -4.79663, 5.70004], [7.58479, -3.58396, 4.64321], [4.42637, -1.64914, 4.04945], [5.83210, -2.22856, 3.16152], [4.94535, -4.24584, 2.69551], [3.88197, -2.99224, 2.04021], [2.53785, -4.82163, 3.11721], [2.36074, -3.29445, 3.93351], [1.75478, -3.83057, 6.00332], [1.48167, -5.41038, 5.26787], [2.37884, -5.30197, 6.81909], [4.27083, -6.70961, 5.73071], [3.14170, -6.78020, 4.44598], [4.74227, -6.18147, 4.07768], [5.18878, -1.31747, 6.12009], [6.84962, -1.51263, 5.52175], [6.31162, -2.33324, 6.99224], [5.12203, -5.18712, 7.01923], [-2.68553, 1.07863, -4.90268], [-3.88426, 0.96588, -5.85566], [-4.94091, 0.13971, -5.14115], [-6.33175, 0.28061, -5.73598], [-6.73382, 1.75489, -5.69116], [-5.77785, 2.69999, -6.44674], [-4.41097, 2.39238, -5.92089], [-3.46060, 3.27341, -6.39118], [-5.87082, 2.51677, -7.98025], [-6.18361, 4.16868, -6.15172], [-3.50927, 0.42647, -7.26674], [-3.04639, 1.63706, -4.03176], [-1.80672, 1.54777, -5.34313], [-2.35442, 0.07495, -4.59752], [-4.59775, -0.90166, -5.24043], [-4.91316, 0.33186, -4.07012], [-7.07665, -0.34431, -5.22020], [-6.30177, -0.00352, -6.79047], [-6.70716, 2.12186, -4.65965], [-7.73575, 1.88247, -6.08413], [-6.74884, 3.05696, -8.33763], [-5.06606, 2.98078, -8.54731], [-6.04418, 1.47810, -8.25899], [-5.63337, 4.91715, -6.74240], [-7.24901, 4.30418, -6.39527], [-6.10483, 4.39276, -5.08706], [-2.82646, -0.41438, -7.29412], [-3.01585, 1.25827, -7.79303], [-4.41670, 0.19676, -7.84586], [-3.22952, 3.07133, -7.30730], [2.29079, -0.10576, 6.20309], [1.23249, 0.96404, 6.17533], [0.04295, 0.34405, 5.44065], [-1.20209, 1.19190, 5.52247], [-1.59680, 1.39894, 6.92928], [-0.45777, 1.99697, 7.82311], [0.75534, 1.21568, 7.51599], [1.91831, 1.61183, 8.39976], [-0.25672, 3.50122, 7.59879], [-0.87704, 1.80621, 9.29174], [1.82459, 2.15134, 5.39924], [2.07476, -0.99717, 6.79122], [3.29822, 0.19911, 6.46791], [2.42816, -0.56917, 5.21869], [0.25483, 0.26264, 4.38052], [-0.20703, -0.65261, 5.77322], [-2.03811, 0.74541, 5.00834], [-0.95048, 2.13742, 5.01550], [-1.84943, 0.41600, 7.32772], [-2.46694, 2.03133, 7.11761], [-0.10991, 3.78953, 6.55141], [-1.05669, 4.10766, 8.01046], [0.61703, 3.80627, 8.19606], [-0.81503, 0.72008, 9.48251], [-0.27064, 2.38292, 9.96926], [-1.94388, 2.09021, 9.28384], [2.31831, 1.78450, 4.51269], [2.61533, 2.64353, 5.96495], [1.12052, 2.93868, 5.12610], [2.08054, 0.78861, 8.85211], [0.80572, -2.28225, -8.30440], [0.19558, -1.08014, -7.60275], [0.12162, -1.30055, -6.12814], [1.06957, 0.08033, -7.79170], [0.59863, -2.20130, -9.39001], [0.39290, -3.23014, -7.92511], [1.89762, -2.16309, -8.16782], [-0.81969, -0.84457, -7.93902], [-0.49250, -2.16335, -5.83598], [-0.30549, -0.41097, -5.66253], [1.10121, -1.44361, -5.65542], [0.95973, 0.41534, -8.68708], [-3.61766, 4.93563, -2.75264], [-3.13463, 4.18708, -1.48537], [-1.74889, 4.74383, -1.01414], [-4.09912, 4.37390, -0.42849], [-2.95336, 4.75358, -3.60155], [-3.64037, 6.01581, -2.62442], [-4.63890, 4.68985, -3.03787], [-3.01105, 3.11255, -1.69078], [-1.88635, 5.83587, -1.13001], [-0.91393, 4.34110, -1.64262], [-1.66999, 4.45726, 0.04185], [-4.11348, 3.65163, 0.23154], [-5.61531, 0.50913, -1.14619], [-5.37798, -0.81826, -0.50284], [-5.08347, -1.88385, -1.51710], [-4.28437, -0.56323, 0.36367], [-6.30998, 0.42273, -2.01292], [-4.65262, 0.89020, -1.50475], [-6.01646, 1.23844, -0.42682], [-6.24917, -1.02896, 0.09910], [-5.87782, -1.96543, -2.24015], [-5.01365, -2.84397, -1.01533], [-4.14224, -1.67150, -2.02619], [-3.95216, -1.38929, 0.80282], [0.55658, 3.04013, -6.26745], [-0.36007, 4.11833, -5.72597], [0.30774, 5.01415, -4.62841], [-0.78363, 4.87059, -6.87500], [0.78170, 2.22679, -5.56611], [1.51445, 3.46545, -6.62736], [0.12641, 2.49874, -7.11012], [-1.22454, 3.62606, -5.28035], [-0.41133, 5.72911, -4.20193], [1.12712, 5.55025, -5.13243], [0.70245, 4.40725, -3.79796], [-1.59248, 5.32995, -6.61366], [5.80812, 1.37693, 3.42601], [6.76066, 1.45313, 2.27641], [6.41715, 0.35566, 1.21843], [6.59270, 2.82669, 1.83543], [5.92553, 0.49091, 4.06107], [4.77747, 1.38288, 3.07876], [5.90043, 2.23563, 4.07621], [7.77282, 1.27468, 2.65420], [7.03059, 0.60801, 0.36016], [5.34763, 0.51514, 1.01554], [6.60194, -0.64450, 1.61943], [7.23390, 3.12838, 1.17014], [4.93727, -1.29959, -2.36696], [4.29123, -0.91329, -3.68867], [3.78048, -2.09532, -4.43776], [3.09330, -0.07802, -3.38652], [5.81149, -1.89478, -2.63084], [4.25628, -1.82122, -1.65240], [5.28194, -0.39714, -1.81773], [5.06937, -0.32966, -4.22347], [2.90893, -2.52814, -3.93587], [4.53007, -2.84637, -4.68244], [3.33315, -1.82215, -5.40578], [2.71200, 0.20041, -4.21393], [-1.93141, -1.69850, 2.93642], [-1.72751, -2.70399, 1.88384], [-1.35022, -4.04085, 2.48317], [-2.98988, -2.70957, 1.19035], [-2.24299, -0.72882, 2.49947], [-0.93602, -1.54684, 3.35745], [-2.63342, -2.05858, 3.72129], [-0.95114, -2.31907, 1.17525], [-1.30584, -4.74212, 1.66140], [-2.08699, -4.35779, 3.22130], [-0.36904, -4.04332, 2.95543], [-2.96369, -3.29706, 0.41621], [-3.65041, 3.47912, 3.04563], [-3.70589, 2.00881, 2.75511], [-4.89165, 1.34712, 3.47565], [-3.77657, 1.93222, 1.32391], [-4.55529, 4.02660, 2.85154], [-2.85769, 3.98648, 2.49822], [-3.39733, 3.73083, 4.07594], [-2.76376, 1.53722, 3.05890], [-4.96043, 0.34157, 3.09066], [-5.80556, 1.89095, 3.16815], [-4.81024, 1.29885, 4.55373], [-3.89043, 0.98740, 1.05467], [-3.91096, -5.84136, -2.03630], [-2.60053, -5.13683, -2.20356], [-2.65802, -4.16993, -3.37495], [-2.27379, -4.53260, -0.97150], [-3.89747, -6.55163, -1.19838], [-4.27499, -6.34753, -2.91648], [-4.71347, -5.12574, -1.85429], [-1.83085, -5.88868, -2.43332], [-2.91614, -4.63394, -4.32447], [-1.73305, -3.66250, -3.61017], [-3.35256, -3.35407, -3.22134], [-1.35468, -4.19820, -1.01128], [2.58928, 4.13860, 2.29508], [3.71522, 5.16039, 2.15162], [4.41287, 5.34760, 3.43249], [4.69814, 4.78599, 1.16290], [1.85230, 4.20099, 1.47670], [2.05661, 4.35667, 3.24543], [2.96162, 3.11418, 2.28281], [3.33327, 6.14661, 1.87014], [5.39454, 5.73440, 3.23368], [4.51881, 4.40928, 3.97463], [3.89034, 6.05671, 4.08633], [5.20088, 4.03612, 1.53092], [1.27415, -5.73197, -0.05082], [1.40056, -4.55871, -0.99785], [1.52063, -4.99197, -2.42873], [0.22787, -3.70560, -0.83838], [0.28470, -6.20294, -0.16325], [1.37950, -5.37514, 0.97819], [2.05159, -6.44008, -0.31400], [2.25556, -3.94754, -0.64110], [1.51303, -4.09807, -3.03053], [0.68039, -5.63252, -2.69091], [2.41541, -5.57773, -2.62643], [0.39710, -2.78567, -1.10208]],
  "forces_ev_per_a": [[-1.0003, -0.2179, -0.4388], [-1.6226, -0.5437, 0.1506], [0.4473, -0.1761, 0.3341], [0.0141, -0.4237, -0.4885], [-0.3711, 0.1305, 0.9896], [-0.1586, -0.1997, -0.8454], [-0.2206, -0.2390, 1.8105], [-0.1613, -0.6629, 0.3129], [1.3488, 1.2505, -0.0393], [0.7949, -0.2961, -0.1082], [0.4656, 0.5394, -0.0485], [0.8437, 0.1407, 0.2765], [0.2514, 0.1130, 0.4688], [0.6537, 0.9062, 0.0623], [0.1702, -0.1067, -0.2969], [0.0993, 0.2927, -0.2669], [0.2740, 0.0216, -0.2315], [-0.2456, 0.1016, -0.1724], [0.0752, -0.0060, 0.0105], [0.0488, -0.0581, 0.1475], [-0.1733, -0.6035, 0.3815], [-0.5081, -0.5049, 0.0318], [-0.6410, -0.1210, -0.2806], [-0.5610, 0.0234, 0.4229], [-0.4157, 0.4013, -0.4955], [-0.1213, -0.0250, -0.5230], [-0.5698, -0.5263, -0.0666], [-0.0533, 0.0577, -0.1624], [0.4603, 0.0634, 0.3177], [0.9788, 0.4111, -1.0794], [0.9611, 0.0550, 0.4563], [-0.1564, 0.7223, 1.0350], [-0.1517, 0.7240, 0.0009], [1.1382, -0.1647, 0.0640], [0.4451, 0.8447, -1.1873], [0.9257, -1.0627, 2.9428], [-2.3785, 0.6978, -1.5065], [0.5674, -0.8023, -0.5848], [-0.3259, 1.0754, -1.0877], [-0.0507, -0.7752, -1.7594], [0.2297, -0.0472, -0.2021], [0.5315, -0.0591, 0.3058], [-0.1420, 0.1846, -0.7048], [-0.2904, -0.5181, -0.3124], [0.0737, -0.3284, 0.0784], [0.0879, 0.0228, 0.4872], [-0.4978, -0.4642, -0.5211], [-0.2052, -0.1955, 0.0031], [-0.3554, -0.4241, -0.0250], [-0.5522, 0.4295, 0.1790], [0.0876, -0.3262, 0.3025], [-0.1483, -0.1427, 0.3593], [-0.0287, -0.3207, 0.6553], [0.2242, 0.4829, 0.3124], [0.2589, 0.4304, 0.1323], [-0.0993, -0.1219, 0.4992], [-0.0202, -0.0639, -0.0671], [-0.1094, -0.0496, 0.0329], [0.0534, -0.2619, -0.0660], [-0.1554, 0.5342, 0.1246], [0.0225, -0.7013, -0.2222], [0.0289, 1.4408, -0.1007], [0.1792, -1.2436, -0.4355], [0.1198, 0.7083, -0.0044], [0.3027, 0.3091, 0.1494], [0.6175, -0.1665, -0.6813], [-1.0754, -0.7342, 0.6025], [0.5487, 0.6989, -0.0059], [-0.9261, 0.1273, 0.1438], [-0.1017, -0.2304, 0.1419], [-0.6120, 1.0528, 0.1179], [0.3542, -0.0510, -0.0683], [-0.1511, 0.2472, -0.0554], [-0.2393, 0.1594, 0.0445], [-0.1232, 0.0185, 0.0599], [-0.1936, 0.3548, 0.0703], [0.2833, 0.1626, -0.1613], [-0.1254, -0.3649, 0.0696], [-0.2347, -0.1865, 0.0640], [-0.2797, 0.1407, -0.0612], [-0.1986, -0.0165, 0.0592], [0.3907, -0.2666, 0.1515], [0.3703, 0.0300, -0.1649], [0.0433, -0.4160, 0.2708], [0.2631, -0.2156, -0.0763], [0.3015, 0.0273, -0.0147], [0.0046, -0.2127, 0.3404], [0.0616, -0.3798, -0.0674], [0.4198, -0.1327, 0.2182], [-0.0702, -0.1052, -0.2984], [1.1179, -1.4476, -0.3980], [-0.2034, -0.0954, -0.4686], [-0.6647, 0.3842, -0.7621], [0.3406, 1.0201, -0.7274], [0.5177, 0.4136, 1.8456], [0.1765, 0.2593, -0.4403], [1.0432, -0.3606, 2.0589], [-1.7565, 0.4163, -1.5068], [0.5525, 0.2675, 0.1208], [-0.4864, -1.0505, -1.3756], [0.0554, 0.4502, 0.3567], [-0.4240, 0.2404, 0.5285], [0.0198, 0.4928, 0.3176], [-0.2133, 0.4151, -0.3091], [0.5193, -0.1312, -0.2674], [0.2951, -0.4361, 0.4879], [-0.1669, -0.2559, -0.4968], [-0.4288, -0.0255, 0.0880], [-0.0108, -0.1370, 0.2868], [-0.0807, 0.0773, -0.4267], [-0.0200, -0.1045, 0.2707], [-0.4916, -0.1163, -0.0579], [-0.0043, -0.1112, -0.4378], [-0.0025, 0.4803, 0.3239], [0.0544, 0.1325, 0.3151], [0.4579, 0.0687, 0.6155], [-0.0414, -0.1637, -0.5337], [-0.0267, -0.0708, 0.3322], [-0.1061, -0.2562, -0.0905], [0.0393, -0.4299, 0.2643], [-0.0327, 0.5313, -0.8157], [0.6863, 0.3177, -0.0123], [-0.0611, 0.2314, 1.2597], [-0.7153, -0.5975, 0.1411], [0.1890, -0.2701, 0.4369], [0.3684, 0.2984, -0.1496], [-0.5016, -0.5839, 0.0449], [0.1762, -0.0182, -0.3144], [0.0338, 0.1786, -0.2929], [-0.0770, -0.0236, 0.1140], [0.0067, -0.0492, -0.3316], [-0.0173, -0.0680, -0.0265], [0.0089, -0.2453, 0.3787], [0.2360, 0.2277, 0.3373], [-1.1969, -0.2016, -0.6911], [-0.0143, 0.1021, -0.4538], [-0.0268, -0.2446, 0.0482], [0.2104, 0.1599, 0.4339], [0.0270, -0.4530, 0.0221], [-0.2678, 0.1360, -0.1270], [0.7196, -0.4117, 0.3298], [-0.5850, 0.4792, 0.5937], [0.4265, 0.1829, -0.2857], [0.4618, 0.0369, -0.6206], [-0.6356, 0.8539, -0.9132], [0.1557, 0.9675, 0.1366], [0.2925, -0.4155, 0.4233], [0.4280, -0.7765, 0.6322], [0.3548, 0.1494, 0.5789], [-0.1118, 0.0633, -0.1114], [0.1320, -0.1853, -0.2692], [-0.4545, -0.6047, 0.2027], [-0.3558, 0.0512, -0.3549], [0.2245, -0.3048, -0.0250], [-0.0359, 0.0204, 0.0106], [-0.0365, 0.4383, -0.4080], [0.8114, -0.2782, -0.2184], [0.2777, -0.0704, 0.5677], [-0.1923, -0.3974, -0.9707], [-0.1743, 0.1287, 0.5927], [0.0211, 0.4299, 0.3008], [-0.3951, -0.1403, 0.2376], [-0.2801, 0.3066, -0.0966], [-0.2181, 0.0534, -0.0209], [0.1971, -0.1422, -0.2294], [-0.1698, -0.0146, 0.4264], [-0.0699, 0.1014, -0.3516], [0.1210, 0.0044, -0.1360], [-0.5728, -0.3651, 0.9433], [-0.1412, -0.3945, 0.0651], [-0.1413, 1.9478, 0.7724], [0.4355, -0.5506, -0.5121], [0.1379, -0.0135, -0.3047], [-0.2132, -0.0443, -0.2102], [0.2236, 0.2837, 0.1721], [0.1287, 0.3331, -0.1980], [-0.0644, -0.5454, -0.4509], [0.3074, -0.4005, -0.3595], [0.0589, 0.1999, -0.1767], [-0.1497, -0.5376, 0.2727], [-0.3245, 0.6509, 0.7383], [-0.7738, 0.8155, 1.0017], [-0.7743, -0.5020, -1.3406], [1.5968, -0.4031, 0.2506], [-0.0177, -0.1992, 0.3560], [0.4026, 0.0513, -0.8069], [-0.0926, -0.4306, -0.4400], [-0.7547, -0.1240, -0.1039], [0.4682, -0.1939, 0.4302], [0.0761, -0.0868, 0.3153], [0.3789, 0.3057, 0.0304], [-0.1637, 0.2112, -0.5994], [0.3476, 1.1714, 1.0069], [-0.1338, 0.4361, -0.9319], [-0.1278, -0.1817, -0.6367], [0.0098, -0.9239, -0.1190], [-0.0766, -0.4550, 0.3654], [-0.1091, 0.2344, 0.5399], [0.3705, 0.3941, -0.5136], [-0.3351, -0.5047, 0.4083], [-0.0492, -0.5558, -0.0637], [-0.0862, -0.0348, -0.0737], [0.0997, 0.2983, 0.0274], [0.2148, -0.2028, -0.0204], [1.0526, 0.9644, 0.7686], [-0.0588, 0.4054, -0.0315], [-0.0784, 0.3474, -1.3799], [-0.4379, -0.5833, 0.3992], [-0.6626, -0.0929, -0.3793], [0.0694, -0.1648, -0.4311], [-0.1003, -0.4478, 0.3433], [-0.0493, -0.0118, 0.1640], [-0.2390, -0.5377, 0.0039], [0.3055, -0.2927, 0.3367], [0.1842, 0.2351, 0.2116], [-0.1102, 0.4707, -0.0442], [-0.9818, -0.1651, 0.6218], [0.3389, -0.3689, -0.6496], [0.1290, 0.5802, -0.4410], [-0.3337, 0.3513, 0.1381], [0.0825, 0.1946, -0.2210], [0.3845, -0.4006, -0.4862], [0.0783, 0.2681, 0.3517], [0.0093, -0.0108, 0.0098], [-0.2763, -0.4499, 0.0844], [0.7226, -0.0028, 0.3766], [-0.4738, 0.0258, 0.2725], [0.1625, -0.0424, 0.0377], [-0.7937, 0.6418, -0.2162], [0.1184, -0.3376, -1.0662], [0.2492, 0.2550, 1.6917], [-0.7336, -0.0910, 0.0370], [0.2686, 0.0587, 0.2125], [0.2043, -0.3700, -0.5060], [0.2122, 0.0455, 0.3098], [-0.1267, -0.2696, -0.4643], [0.5300, 0.3101, 0.0542], [0.0807, -0.1548, 0.1072], [0.0354, -0.1883, -0.0199], [-0.1525, 0.1611, -0.1549], [-0.5918, 0.3894, 0.0222], [-0.1996, 0.9976, 0.9097], [0.0094, -0.0764, -0.0304], [0.2335, -0.5643, 0.1273], [0.3116, 0.0438, 0.0211], [0.0077, -0.2844, -0.0761], [0.1154, -0.2687, 0.2541], [-0.1538, -0.2621, -0.5583], [0.0192, 0.1535, -0.5660], [-0.2374, 0.0901, -0.0727], [0.2442, 0.1243, 0.0694], [0.4742, -0.1105, -0.1192]]
}